No. 1
{
  "formula": "C5H14O2",
  "method": "ωB97M-V/def2-TZVPD",
  "relative_energy_ev": 2.3183,
  "total_charge": 0,
  "homo_energy_ha": -0.314,
  "total_energy_ha": -349.29060,
  "homo_lumo_gap_ev": 9.02,
  "lumo_ev": 0.4768,
  "fmax_ev_per_a": 5.9,
  "smiles": "CC=C(C)C.O.O",
  "symbols": ["H", "C", "H", "C", "H", "H", "H", "O", "H", "C", "H", "O", "H", "H", "H", "H", "C", "C", "H", "H", "H"],
  "positions_angstrom": [[-0.11479, -2.88605, -1.93093], [-0.13477, -1.10413, -0.82423], [-2.78221, 2.70358, -0.24663], [0.83405, -0.84306, 0.13618], [0.61232, 0.95995, 1.47335], [-3.50120, 3.28804, -1.56776], [2.40169, 0.53035, 0.85377], [-0.03172, 2.86774, 0.94873], [1.35618, -2.88856, 0.48485], [1.66786, -1.89653, 0.92813], [-1.71507, -2.38481, -1.41528], [-3.69893, 2.92001, -0.62893], [2.67829, -1.98592, 0.77763], [-0.24944, 3.70197, 0.52915], [1.36487, -1.96366, 2.00008], [-0.67669, -3.07291, -0.18039], [1.20827, 0.57686, 0.53038], [-0.65205, -2.39453, -1.11715], [1.00762, 1.12560, -0.29501], [-0.48726, -0.13002, -1.27345], [0.91297, 2.87607, 0.81750]],
  "forces_ev_per_a": [[0.016, -0.254, 0.078], [3.040, 4.097, 2.918], [-2.013, 0.451, -0.928], [0.012, -0.627, -0.172], [1.280, -1.111, -1.962], [-0.424, -1.010, 2.512], [-3.008, 0.581, -1.032], [-0.495, 1.080, -0.207], [0.056, 0.650, 0.692], [-4.962, -1.929, -0.808], [0.384, 0.236, -0.077], [2.483, 0.517, -1.557], [2.634, 0.950, -0.200], [-0.568, 0.398, 0.078], [0.494, 0.363, -0.675], [0.391, 0.933, -1.558], [2.274, -2.723, 4.322], [-1.811, -3.144, 0.488], [-0.263, 2.371, -2.221], [-0.098, -1.433, 0.158], [0.576, -0.395, 0.151]]
}

No. 2
{
  "formula": "C5H14O2S",
  "method": "ωB97M-V/def2-TZVPD",
  "relative_energy_ev": 1.6162,
  "total_charge": 0,
  "homo_energy_ha": -0.317,
  "total_energy_ha": -747.50005,
  "homo_lumo_gap_ev": 9.28,
  "lumo_ev": 0.6478,
  "fmax_ev_per_a": 5.1,
  "smiles": "CSCCCCO.O",
  "symbols": ["H", "H", "O", "H", "H", "C", "H", "H", "H", "C", "H", "O", "C", "H", "C", "H", "S", "H", "H", "H", "H", "C"],
  "positions_angstrom": [[1.28769, -1.39423, -2.31544], [-3.24348, -1.29354, 0.01462], [-3.03080, 2.61978, 4.80197], [-2.19582, -2.61790, 0.00500], [0.11670, 1.64055, -0.03692], [0.30485, -0.31835, 0.75655], [-2.41178, 2.81116, 4.08254], [0.80186, 0.07474, 1.67041], [-1.80781, -1.51961, -1.06849], [0.43739, 0.66279, -0.39221], [3.43976, 0.16161, -2.75713], [3.04342, -0.70488, -2.68315], [-2.08988, -1.54602, 0.00956], [2.58098, 1.03761, -0.91974], [2.02385, -0.88996, -1.70448], [2.29973, -1.43167, -0.77598], [-1.35549, -0.73202, 1.32826], [-3.81382, 2.34552, 4.30866], [0.89162, -1.17060, 0.39165], [1.42015, 1.14341, -2.23051], [-0.37690, 0.52825, -1.15614], [1.67779, 0.59334, -1.32905]],
  "forces_ev_per_a": [[-0.805, -0.246, 0.671], [2.178, 0.027, -0.092], [0.020, 0.025, -0.617], [0.551, -0.865, 1.211], [0.759, 0.495, 0.055], [1.282, -0.213, -0.225], [0.040, -0.004, 0.342], [-0.204, -0.295, -0.556], [0.427, 1.386, 0.765], [-1.785, 0.821, -1.561], [-0.235, 0.277, 0.636], [1.070, -1.811, -0.471], [-4.075, -1.208, -2.897], [0.163, 0.000, 0.282], [0.685, 2.991, -0.604], [0.369, -0.032, -0.952], [1.070, 0.870, 0.886], [-0.055, -0.034, 0.269], [-0.569, -0.411, 0.895], [0.064, -0.047, -0.142], [0.253, -0.582, 0.847], [-1.204, -1.146, 1.260]]
}

No. 3
{
  "formula": "C5H14O3",
  "method": "ωB97M-V/def2-TZVPD",
  "relative_energy_ev": 0.0502,
  "total_charge": 0,
  "homo_energy_ha": -0.372,
  "total_energy_ha": -424.60438,
  "homo_lumo_gap_ev": 10.59,
  "lumo_ev": 0.4734,
  "fmax_ev_per_a": 1.8,
  "smiles": "CC(C)CC=O.O.O",
  "symbols": ["H", "C", "H", "H", "C", "H", "O", "O", "H", "C", "H", "C", "H", "H", "H", "H", "H", "C", "H", "O", "H", "H"],
  "positions_angstrom": [[-0.55704, 2.10989, 1.55387], [-0.32651, 1.61768, 0.60947], [4.40841, -0.33761, -0.53137], [-1.21821, -0.32280, 0.98614], [0.80869, -0.39308, 1.74186], [-4.09211, -1.34827, 0.14213], [-3.83283, -0.45131, 0.37656], [3.78055, -0.12978, -1.24024], [1.12782, -0.36533, -0.96978], [-0.78615, 0.01701, -1.78938], [1.08597, 0.43747, 2.39427], [0.07204, -0.50082, -0.67149], [0.39068, -1.21211, 2.32214], [0.63038, 1.95426, 0.20537], [-0.46143, 0.14213, -2.83504], [-1.16985, 1.86325, -0.03221], [-0.01744, -1.58327, -0.63530], [-0.24155, 0.08303, 0.71824], [-3.20642, -0.13980, -0.29988], [-1.97195, 0.19812, -1.59525], [3.82959, -0.98010, -1.70319], [1.74737, -0.65856, 1.25310]],
  "forces_ev_per_a": [[0.335, -0.155, 0.175], [-0.251, -0.713, 0.102], [-0.175, 0.586, 0.113], [-0.032, 0.207, 0.203], [-0.179, 0.590, -0.320], [0.133, 0.183, -0.130], [-0.059, 0.054, 0.220], [0.516, -0.931, 0.222], [-0.200, 0.277, 0.350], [-1.514, -0.810, 0.470], [-0.255, -0.143, 0.259], [1.357, 0.387, -0.548], [0.383, -0.116, 0.120], [-0.154, 0.425, -0.010], [0.686, 0.018, 0.212], [0.265, 0.257, -0.270], [-0.342, -0.334, -0.141], [-0.020, 0.199, -0.312], [-0.171, -0.305, 0.049], [0.120, 0.343, -0.408], [-0.359, 0.330, -0.332], [-0.084, -0.351, -0.023]]
}